Density functional theory data (ωB97M-V/def2-TZVPD) for a single C12H12BrNO molecule.

Last column: Mulliken charge in e.
Positions of all 27 atoms, in Å:
C1 0.032 2.243 1.827  -1.397
C2 -0.298 0.768 1.455  -0.165
C3 -1.331 0.177 2.097  -0.303
O1 -1.922 -1.059 2.010  -0.515
C4 0.655 0.051 0.633  0.869
C5 1.909 -0.338 1.051  -0.534
C6 2.711 -1.166 0.265  -0.930
C7 2.277 -1.645 -0.934  -0.653
C8 1.044 -1.261 -1.485  0.473
C9 0.373 -1.323 -2.682  -0.585
Br1 0.823 -2.372 -4.199  -0.228
C10 -0.804 -0.560 -2.627  -0.060
N1 -0.894 -0.040 -1.390  0.215
C11 -1.985 0.782 -0.880  -0.929
C12 0.208 -0.419 -0.639  -0.079
H1 -0.862 3.000 1.873  0.344
H2 0.657 2.817 1.106  0.332
H3 0.637 2.150 2.776  0.334
H4 -1.989 0.622 2.783  0.530
H5 -1.359 -1.612 1.514  0.389
H6 2.229 -0.032 1.976  0.581
H7 3.618 -1.335 0.696  0.489
H8 2.859 -2.259 -1.501  0.493
H9 -1.600 -0.242 -3.287  0.322
H10 -1.829 1.655 -0.315  0.381
H11 -2.566 1.104 -1.916  0.185
H12 -2.596 0.295 -0.208  0.440

Cartesian forces, eV/Å:
-0.35 0.87 0.36
-1.10 1.20 1.92
0.04 0.03 -0.65
0.30 0.71 0.20
-0.81 -1.34 -1.61
-1.46 -0.26 -1.96
-2.28 0.88 -0.31
-1.07 0.89 0.20
-0.52 1.68 3.07
-2.03 -0.06 -2.50
0.10 0.24 0.27
0.90 -0.53 0.11
0.72 0.88 2.67
-1.26 0.82 -5.22
1.26 -0.25 -0.65
1.25 -1.87 0.62
-0.05 -1.11 0.13
-0.86 0.83 -0.76
-0.27 1.78 0.76
1.04 -1.48 -1.14
0.82 0.71 2.11
2.59 -1.06 0.53
1.79 -1.66 -1.44
0.40 -0.67 -0.49
1.51 1.38 -0.01
1.00 -0.75 2.93
-1.66 -1.88 0.86

Total energy, a.u.: -3168.396391
LUMO energy, eV: 0.66
Kohn-Sham gap, eV: 8.5